Molecular formula: C3H4OS
Method: DFT, ωB97M-V/def2-TZVPD

Summary:
Calculated total energy, eV: -16056.995
Gap between HOMO and LUMO, eV: 9.804
SMILES: O=C[C@H]1CS1
Lowest unoccupied orbital energy, eV: 0.39
Energy relative to the best compared isomer or geometry (same formula, charge and spin), eV: 1.115
E_HOMO, eV: -9.411

Bonds (Å) are listed after each position.
Element x y z (Å)
1 C -1.22980 0.40918 -0.38132  C2 1.533, H4 1.120, O8 1.187
2 C 0.09312 0.43915 0.39252  C1 1.533, C3 1.448, H5 1.059, S9 1.825
3 C 0.87538 -0.77844 0.33258  C2 1.448, H6 1.057, H7 1.057, S9 1.798
4 H -1.14164 -0.50033 -1.02966  C1 1.120
5 H 0.20484 1.13396 1.18332  C2 1.059
6 H 0.24000 -1.39662 -0.24295  C3 1.057
7 H 1.49227 -1.09466 1.13080  C3 1.057
8 O -1.95875 1.33488 -0.52905  C1 1.187
9 S 1.42458 0.45290 -0.85625  C2 1.825, C3 1.798